Molecular formula: C60H171N21O30
Method: DFT, ωB97M-V/def2-TZVPD

Output
orbital gap	8.3	eV

ORCA input file:
```
! RIJCOSX wB97M-V def2-TZVPD def2/J DEFGRID3
* xyz 0 1
C 3.78 -3.48 -2.31
O 4.80 -4.07 -2.05
N 3.71 -2.18 -2.25
N 2.78 -4.03 -2.83
H 2.91 -1.78 -2.72
H 4.55 -1.66 -2.05
H 2.75 -4.98 -3.17
H 1.96 -3.44 -2.82
C 0.45 -0.42 -3.14
O 1.24 -1.33 -3.04
N -0.68 -0.56 -3.72
N 0.58 0.71 -2.62
H -0.75 -1.43 -4.23
H -1.41 0.14 -3.74
H 1.50 0.88 -2.24
H 0.04 1.51 -2.92
C -4.78 4.41 -5.10
O -4.89 5.56 -5.35
N -5.19 3.85 -3.98
N -4.26 3.51 -5.80
H -5.03 2.86 -3.93
H -5.71 4.44 -3.35
H -3.68 3.93 -6.52
H -4.02 2.66 -5.32
C 0.37 -8.38 0.68
O -0.18 -7.28 0.70
N 1.65 -8.59 0.75
N -0.21 -9.56 0.56
H 2.07 -9.50 0.89
H 2.27 -7.80 0.88
H -1.18 -9.68 0.34
H 0.49 -10.18 0.18
C -0.15 1.05 5.08
O 0.40 1.81 5.86
N -1.27 0.38 5.24
N 0.22 0.80 3.84
H -1.86 0.48 6.05
H -1.43 -0.23 4.45
H 1.20 1.04 3.75
H -0.20 0.11 3.24
C -2.10 -3.10 3.72
O -2.00 -1.86 3.72
N -1.03 -3.86 3.87
N -3.17 -3.81 3.39
H -0.12 -3.44 3.98
H -1.07 -4.85 3.67
H -3.93 -3.20 3.15
H -3.04 -4.73 3.01
C 4.98 8.11 1.64
O 4.08 7.81 2.70
C 4.17 6.56 3.36
C 3.88 5.34 2.54
N 2.46 5.14 2.24
C 1.78 4.48 3.32
C 0.33 4.25 2.86
O -0.42 5.42 2.84
C -1.73 5.42 2.16
H 6.04 8.14 1.92
H 4.67 9.08 1.24
H 4.91 7.45 0.78
H 3.51 6.51 4.23
H 5.17 6.49 3.78
H 4.47 4.47 2.82
H 4.30 5.52 1.55
H 1.99 6.02 2.09
H 1.76 5.09 4.23
H 2.19 3.52 3.64
H -0.16 3.51 3.50
H 0.23 3.86 1.85
H -2.24 6.22 2.71
H -2.29 4.55 2.51
H -1.43 5.55 1.12
C 0.24 -0.98 -9.60
O -0.50 0.02 -8.87
C -1.89 -0.02 -9.14
C -2.72 0.36 -7.95
N -2.58 -0.51 -6.77
C -3.42 -1.76 -6.81
C -3.03 -2.51 -5.54
O -1.69 -2.93 -5.69
C -1.32 -3.75 -4.61
H -0.14 -1.03 -10.62
H 0.18 -1.99 -9.21
H 1.26 -0.62 -9.50
H -2.30 -0.99 -9.39
H -2.11 0.49 -10.08
H -3.76 0.45 -8.23
H -2.44 1.38 -7.70
H -1.64 -0.86 -6.85
H -3.15 -2.39 -7.66
H -4.44 -1.41 -6.94
H -3.69 -3.36 -5.39
H -2.98 -1.88 -4.65
H -2.00 -4.60 -4.56
H -1.28 -3.22 -3.66
H -0.26 -3.92 -4.83
C 2.19 -2.47 4.96
O 1.87 -1.92 6.24
C 0.62 -2.43 6.70
C 0.29 -1.88 8.14
N 0.08 -0.45 8.07
C 0.17 0.18 9.38
C 0.48 1.72 9.33
O 0.02 2.35 10.52
C 1.01 2.38 11.57
H 1.33 -2.35 4.30
H 2.48 -3.53 4.93
H 2.99 -1.91 4.47
H 0.62 -3.52 6.69
H -0.22 -2.24 6.04
H 1.04 -2.07 8.91
H -0.65 -2.28 8.53
H 0.77 -0.02 7.46
H 0.89 -0.29 10.05
H -0.85 0.13 9.77
H 0.03 2.17 8.44
H 1.55 1.84 9.22
H 0.82 1.60 12.30
H 0.97 3.29 12.16
H 2.07 2.35 11.34
C 0.18 4.49 -2.34
O 0.29 4.80 -3.67
C -0.99 4.71 -4.36
C -0.69 5.57 -5.69
N -0.52 6.97 -5.27
C -0.16 7.84 -6.42
C 0.11 9.26 -5.80
O 1.10 9.19 -4.82
C 1.75 10.42 -4.55
H -0.64 5.03 -1.87
H 1.14 4.70 -1.88
H -0.10 3.44 -2.31
H -1.77 5.13 -3.73
H -1.21 3.64 -4.30
H -1.67 5.64 -6.17
H 0.12 5.17 -6.30
H 0.17 7.02 -4.53
H -1.01 7.94 -7.10
H 0.76 7.43 -6.83
H -0.83 9.60 -5.37
H 0.41 9.89 -6.64
H 1.87 11.04 -5.44
H 2.66 10.22 -3.97
H 1.11 10.96 -3.85
C 6.16 -0.18 -4.49
O 6.76 -0.76 -3.36
C 6.55 0.19 -2.30
C 7.31 -0.23 -1.00
N 6.66 0.31 0.13
C 5.61 -0.52 0.67
C 6.15 -1.67 1.72
O 6.85 -1.16 2.84
C 6.03 -0.28 3.70
H 6.56 0.70 -4.98
H 5.10 -0.12 -4.23
H 5.98 -0.91 -5.28
H 5.48 0.26 -2.11
H 6.77 1.23 -2.52
H 8.28 0.28 -1.03
H 7.62 -1.27 -0.85
H 7.30 0.66 0.83
H 5.11 -0.95 -0.20
H 4.88 0.18 1.07
H 6.72 -2.46 1.24
H 5.24 -2.12 2.12
H 5.10 -0.79 3.94
H 5.84 0.72 3.30
H 6.69 -0.24 4.56
C -6.15 -1.40 2.90
O -5.15 -2.08 2.18
C -4.20 -1.20 1.54
C -3.39 -1.97 0.51
N -4.21 -2.77 -0.42
C -3.43 -3.70 -1.20
C -4.35 -4.49 -2.17
O -5.06 -3.58 -3.08
C -5.87 -4.24 -4.05
H -6.85 -0.85 2.27
H -5.66 -0.73 3.61
H -6.68 -2.25 3.33
H -3.53 -0.73 2.24
H -4.69 -0.54 0.82
H -2.76 -2.69 1.05
H -2.65 -1.24 0.19
H -4.94 -3.31 0.02
H -2.94 -4.46 -0.58
H -2.57 -3.27 -1.73
H -5.11 -4.99 -1.57
H -3.65 -5.03 -2.81
H -6.46 -4.93 -3.44
H -5.21 -4.79 -4.71
H -6.46 -3.56 -4.67
C -4.81 2.17 1.99
O -5.57 2.51 0.85
C -6.77 3.19 0.98
C -7.25 3.64 -0.44
N -6.30 4.47 -1.20
C -6.52 5.86 -1.10
C -5.26 6.50 -1.62
O -4.22 6.29 -0.67
C -3.02 6.75 -1.14
H -3.78 1.91 1.74
H -5.23 1.27 2.43
H -4.76 3.12 2.53
H -6.56 4.02 1.66
H -7.45 2.49 1.47
H -8.21 4.14 -0.32
H -7.52 2.73 -0.98
H -5.43 4.24 -0.73
H -6.80 6.14 -0.08
H -7.40 6.11 -1.70
H -5.52 7.55 -1.75
H -4.98 6.13 -2.61
H -2.61 6.04 -1.85
H -2.28 7.00 -0.37
H -3.14 7.68 -1.69
C -2.87 2.31 -1.48
O -1.59 1.82 -0.97
C -1.39 1.79 0.45
C 0.09 1.33 0.69
N 0.18 -0.12 0.76
C 1.55 -0.60 0.88
C 1.59 -2.13 1.15
O 1.41 -2.88 -0.11
C 0.17 -3.60 -0.16
H -2.92 3.36 -1.22
H -3.69 1.78 -1.01
H -3.06 2.08 -2.53
H -2.15 1.12 0.85
H -1.61 2.79 0.84
H 0.42 1.61 1.69
H 0.79 1.75 -0.02
H -0.26 -0.34 -0.13
H 2.18 -0.06 1.59
H 2.06 -0.47 -0.07
H 0.88 -2.36 1.95
H 2.56 -2.40 1.56
H -0.58 -3.03 0.40
H 0.18 -4.58 0.31
H -0.20 -3.72 -1.18
C 1.55 -10.50 5.44
O 2.58 -10.32 4.43
C 3.94 -10.39 4.82
C 4.88 -9.85 3.66
N 4.31 -8.56 3.25
C 5.16 -8.03 2.19
C 4.84 -6.55 2.01
O 3.41 -6.42 1.69
C 2.97 -5.35 0.96
H 1.89 -9.91 6.29
H 1.55 -11.52 5.81
H 0.60 -10.18 5.00
H 4.10 -11.42 5.14
H 4.06 -9.83 5.75
H 4.87 -10.61 2.88
H 5.89 -9.74 4.06
H 3.34 -8.70 3.01
H 4.87 -8.59 1.30
H 6.22 -8.23 2.36
H 5.36 -6.12 1.16
H 5.21 -5.92 2.81
H 1.92 -5.23 1.19
H 3.31 -5.68 -0.02
H 3.44 -4.42 1.28
O 3.02 2.64 1.11
H 3.26 2.68 0.19
H 2.86 3.55 1.36
O -4.41 -0.69 -2.73
H -3.94 -1.00 -1.96
H -4.96 -1.43 -2.99
O -1.33 -6.53 -1.83
H -0.89 -6.62 -0.98
H -0.63 -6.63 -2.47
O 3.02 1.35 3.45
H 3.09 1.63 2.54
H 3.42 2.07 3.95
O -3.84 1.16 -4.64
H -3.77 0.61 -3.86
H -3.63 0.58 -5.37
O 3.52 1.91 -1.57
H 4.17 1.23 -1.35
H 3.68 2.10 -2.49
*
```

Molecular formula: C60H35F3O13
Method: DFT, ωB97M-V/def2-TZVPD

Output
SMILES string	O=C1c2ccccc2C(=O)c2ccccc21.O=C1c2ccccc2C(=O)c2ccccc21.O=C1c2ccccc2C(=O)c2ccccc21.O=C1c2ccccc2C(=O)c2ccccc21.O=C(O)COC(=O)OC(F)(F)F
orbital gap	8.5	eV

ORCA input file:
```
! RIJCOSX wB97M-V def2-TZVPD def2/J DEFGRID3
* xyz 0 1
O 0.66 -5.44 0.51
C 1.74 -5.87 0.15
C 2.59 -6.65 1.09
C 2.13 -6.90 2.38
C 2.89 -7.66 3.26
C 4.12 -8.17 2.85
C 4.59 -7.91 1.57
C 3.83 -7.14 0.69
C 4.36 -6.86 -0.67
O 5.46 -7.24 -1.00
C 3.50 -6.10 -1.62
C 3.96 -5.85 -2.91
C 3.16 -5.17 -3.81
C 1.89 -4.73 -3.43
C 1.44 -4.97 -2.14
C 2.24 -5.64 -1.23
H 1.17 -6.51 2.70
H 2.53 -7.85 4.26
H 4.71 -8.77 3.53
H 5.55 -8.30 1.26
H 4.94 -6.19 -3.21
H 3.52 -4.98 -4.81
H 1.26 -4.21 -4.14
H 0.45 -4.62 -1.85
O -5.12 2.85 -2.99
C -4.54 2.30 -2.08
C -3.17 1.75 -2.28
C -2.55 1.90 -3.52
C -1.26 1.43 -3.71
C -0.58 0.82 -2.66
C -1.20 0.66 -1.43
C -2.50 1.12 -1.23
C -3.15 0.93 0.08
O -2.59 0.33 0.98
C -4.51 1.50 0.29
C -5.13 1.36 1.53
C -6.38 1.91 1.75
C -7.03 2.60 0.72
C -6.43 2.72 -0.52
C -5.17 2.17 -0.74
H -3.08 2.37 -4.34
H -0.78 1.54 -4.67
H 0.43 0.46 -2.80
H -0.67 0.18 -0.61
H -4.63 0.83 2.33
H -6.86 1.80 2.71
H -8.01 3.03 0.89
H -6.93 3.26 -1.31
O 2.59 -0.35 6.36
C 3.65 -0.34 5.76
C 4.80 0.43 6.29
C 4.67 1.12 7.49
C 5.76 1.80 8.02
C 6.98 1.80 7.35
C 7.11 1.13 6.14
C 6.02 0.44 5.61
C 6.16 -0.26 4.31
O 7.21 -0.20 3.69
C 5.01 -1.04 3.79
C 5.15 -1.74 2.59
C 4.09 -2.50 2.11
C 2.90 -2.57 2.83
C 2.76 -1.87 4.02
C 3.81 -1.10 4.50
H 3.73 1.12 8.02
H 5.66 2.34 8.95
H 7.83 2.33 7.76
H 8.05 1.13 5.62
H 6.07 -1.69 2.03
H 4.20 -3.04 1.18
H 2.08 -3.17 2.46
H 1.83 -1.92 4.57
O -0.43 9.03 -4.81
C -1.11 8.25 -5.44
C -2.11 7.39 -4.76
C -2.28 7.49 -3.38
C -3.23 6.72 -2.74
C -4.03 5.84 -3.47
C -3.85 5.72 -4.84
C -2.89 6.48 -5.49
C -2.70 6.33 -6.95
O -3.33 5.51 -7.58
C -1.71 7.21 -7.64
C -1.54 7.10 -9.02
C -0.65 7.94 -9.67
C 0.08 8.88 -8.95
C -0.08 8.98 -7.58
C -0.97 8.14 -6.92
H -1.67 8.18 -2.81
H -3.37 6.81 -1.67
H -4.78 5.25 -2.97
H -4.46 5.03 -5.40
H -2.11 6.37 -9.58
H -0.53 7.85 -10.74
H 0.76 9.54 -9.47
H 0.49 9.71 -7.03
O -0.68 -5.43 4.31
C -1.07 -4.36 3.97
O -0.15 -3.34 3.78
C -2.58 -4.09 3.72
O -3.31 -3.91 4.94
C -4.19 -2.87 4.84
O -3.81 -1.75 4.77
O -5.57 -3.11 4.87
C -6.07 -3.37 3.63
F -5.37 -4.26 2.92
F -7.28 -3.90 3.81
F -6.22 -2.29 2.88
H -0.51 -2.88 3.00
H -2.70 -3.18 3.10
H -2.99 -4.92 3.09
*
```

For reference, energy by record: -157698.103 -97559.981 eV.
For reference, lowest unoccupied orbital energy by record: 0.21 -1.22 eV.